Formula: C57H48N4P3S2Se2Ti
Source: OMol25
Level of theory: wB97M-V/def2-TZVPD

Gap between HOMO and LUMO, eV: 3.65
Total charge: -1
Spin multiplicity: 1
Calculated total energy, hartree: -9892.76988
Lowest unoccupied orbital energy, eV: 1.1

Each line ends with the Löwdin charge.
Cartesian coordinates (Å):
Ti -0.88635 0.13994 -0.34869  0.55
C -1.68389 -0.61051 -3.62383  -0.25
P -0.03469 -1.59195 -3.59183  1.11
C -0.11258 -2.19582 -5.33886  -0.37
C 0.50683 -1.40579 -6.30943  -0.11
C 0.40695 -1.71839 -7.66300  -0.11
C -0.30857 -2.83861 -8.06548  -0.12
C -0.93156 -3.63447 -7.10886  -0.10
C -0.84254 -3.31038 -5.76035  -0.10
C -0.14767 -3.09127 -2.57832  -0.38
C 0.57458 -4.20012 -2.98166  -0.19
C 1.15565 -5.27294 -2.27306  -0.16
C 1.15251 -5.51569 -0.86183  -0.18
C 0.35104 -4.97599 0.09027  -0.14
C -0.78855 -4.05746 -0.25121  -0.26
C -1.33672 0.79663 -3.23636  -0.38
C -1.28989 1.88837 -4.05204  -0.05
C -0.47753 2.88418 -3.41475  -0.08
C -0.05503 2.35464 -2.24147  -0.43
C 0.90545 2.89176 -1.23615  -0.30
P 1.49452 1.44374 -0.30749  1.02
C 2.42674 0.44952 -1.52696  -0.36
C 2.64288 -0.89536 -1.23057  -0.14
C 3.24213 -1.74685 -2.14956  -0.08
C 3.64514 -1.24557 -3.37753  -0.09
C 3.44366 0.09646 -3.67926  -0.09
C 2.83226 0.93980 -2.76472  -0.08
C 2.83135 2.08057 0.76690  -0.32
C 3.85818 1.23364 1.18873  -0.10
C 4.86103 1.69872 2.02700  -0.09
C 4.85168 3.01934 2.45895  -0.09
C 3.82557 3.86371 2.05939  -0.08
C 2.81167 3.39641 1.22937  -0.07
N -0.58950 1.06979 -2.07769  -0.11
H -2.07364 -0.62321 -4.63841  0.08
H -2.42661 -1.06951 -2.98376  0.04
H 1.06636 -0.53062 -5.98870  0.09
H 0.88695 -1.08671 -8.40365  0.09
H -0.38009 -3.09190 -9.11719  0.09
H -1.49730 -4.50760 -7.41797  0.09
H -1.34399 -3.92275 -5.01669  0.11
H 0.78567 -4.23612 -4.04878  0.08
H 1.73279 -5.97362 -2.87101  0.05
H 1.88095 -6.25221 -0.51748  0.08
H 0.48244 -5.26265 1.13174  0.07
H -1.18253 -3.63392 0.68539  0.13
H -1.76812 1.95939 -5.01911  0.10
H -0.23260 3.86994 -3.78837  0.10
H 1.73607 3.42746 -1.69433  0.10
H 0.41603 3.56805 -0.53366  0.02
H 2.30685 -1.30722 -0.28400  0.09
H 3.34891 -2.80207 -1.92302  0.11
H 4.09103 -1.90785 -4.11001  0.10
H 3.73926 0.48373 -4.64835  0.10
H 2.63278 1.96845 -3.03803  0.10
H 3.89759 0.21014 0.83327  0.10
H 5.65440 1.02928 2.33774  0.10
H 5.64131 3.38646 3.10417  0.10
H 3.80382 4.89338 2.39266  0.10
H 2.00696 4.06855 0.94964  0.09
S -3.24316 -0.13308 -0.49859  0.66
C -2.60097 -1.76628 -0.81673  -0.76
C -3.42147 -2.81426 -1.01585  -0.12
C -3.07624 -4.21258 -1.24449  -0.11
C -1.91227 -4.78431 -0.93471  -0.06
C -0.32543 -2.81357 -1.09686  -0.28
N -1.22065 -1.65873 -0.85332  -0.17
H -4.47525 -2.55438 -1.02075  0.09
H -3.85912 -4.82939 -1.68073  0.09
H -1.74056 -5.82895 -1.16801  0.11
H 0.63558 -2.52227 -0.66690  0.11
Se -1.42532 2.11504 1.36931  0.43
P -2.05373 4.18840 0.95246  0.18
Se -2.32213 4.88956 -1.01839  0.33
C -0.79449 5.19109 1.85873  -0.39
C -0.25154 6.31622 1.24500  -0.12
C 0.74543 7.05621 1.87739  -0.09
C 1.19766 6.68670 3.13531  -0.11
C 0.66349 5.56246 3.75514  -0.09
C -0.31270 4.81169 3.11570  -0.13
C -3.59466 4.34641 1.94199  -0.39
C -3.60930 4.04932 3.30732  -0.11
C -4.79151 4.11102 4.03033  -0.09
C -5.97913 4.44911 3.39222  -0.10
C -5.97306 4.73266 2.03466  -0.08
C -4.78467 4.68595 1.31164  -0.11
H -0.61449 6.60168 0.26613  0.04
H 1.16549 7.92380 1.38122  0.10
H 1.97211 7.26397 3.62914  0.10
H 1.01960 5.26046 4.73369  0.10
H -0.67237 3.90566 3.58203  0.06
H -2.69892 3.74575 3.80572  0.08
H -4.78904 3.88216 5.09048  0.10
H -6.90612 4.48337 3.95321  0.10
H -6.89726 4.98617 1.52955  0.10
H -4.77370 4.90761 0.25343  0.04
S -0.21232 -1.67756 6.01593  0.99
C -0.25640 -1.26832 4.28008  -0.50
C 0.87105 -0.83034 3.60970  -0.04
C 0.77744 -0.53003 2.26403  -0.12
N -0.34783 -0.63262 1.55395  -0.10
C -1.43435 -1.06834 2.21282  -0.15
C -1.42594 -1.38773 3.56097  -0.04
C 0.55032 -3.28792 5.88851  -0.52
C 1.92776 -3.42614 5.83760  -0.08
C 2.46058 -4.70732 5.78256  -0.14
N 1.71966 -5.81546 5.78082  0.06
C 0.39657 -5.66432 5.81379  -0.14
C -0.23541 -4.42761 5.86693  -0.08
H 1.81657 -0.70452 4.12122  0.11
H 1.65031 -0.18311 1.74067  0.06
H -2.34673 -1.15613 1.64303  0.06
H -2.33667 -1.72578 4.03649  0.12
H 2.57483 -2.55744 5.85145  0.10
H 3.53536 -4.85015 5.74858  0.11
H -0.18945 -6.57635 5.79970  0.11
H -1.31548 -4.35444 5.89290  0.11